23
Properties=species:S:1:pos:R:3 method="wB97M-V/def2-TZVPD" lumo_ha=0.03233 relative_energy_kj_mol=376.3 e_tot_ha=-388.29863 fmax_ha_per_bohr=0.0914 gap_ev=9.1
H -2.0763 0.8747 0.6908
H -1.6986 -0.3536 -1.4202
H 0.5085 -0.3462 -2.8590
H 0.9759 0.0964 2.4999
H -0.3222 3.3342 -0.6406
H 0.0041 -2.2598 0.2405
C 0.5117 1.4983 -0.1230
H 2.6164 -0.4973 2.1791
C -1.7563 -0.1667 0.7036
C 1.6242 -0.3621 1.7386
C -0.6420 -2.0200 -0.6012
H 1.2311 -1.3626 1.5125
C 0.2093 0.3289 -0.8575
H -1.5447 -2.6288 -0.5384
C -1.0151 -0.5326 -0.5811
C 0.2883 2.7688 0.0504
H 1.6745 0.9598 -2.2773
H 0.7124 3.2861 0.9020
O 1.7641 0.4303 0.5890
H -2.6414 -0.7936 0.8126
H -1.1246 -0.3102 1.5776
H -0.1137 -2.2847 -1.5162
C 0.8145 0.3406 -2.0821